# 1
The following is a DFT calculation (ωB97M-V with the def2-TZVPD basis set) of C21H28N3O2Zr as an isolated structure in a non-equilibrium geometry.

The geometry in XYZ format:
```
55
Properties=species:S:1:pos:R:3:forces:R:3
O 0.65005 -0.54562 -1.42586 0.60 1.91 -3.17
C 1.25883 0.63867 -2.15381 -0.09 1.06 0.94
C 1.06729 0.18867 -3.55786 -0.29 -0.09 0.55
H 2.30409 0.80747 -1.88059 -0.27 -0.04 0.41
H 0.60118 1.45508 -1.98292 0.22 0.47 0.21
C 0.74346 -1.11903 -2.86826 -0.93 -2.20 -1.36
H 1.96690 0.21741 -4.16420 -0.16 -0.19 -0.13
H 0.21652 0.71671 -4.01511 0.36 -0.49 -0.08
C 1.86190 -2.13768 -3.04246 0.02 -0.34 0.43
H 2.86257 -1.69004 -2.90275 -0.40 -0.25 -0.14
H 1.80097 -2.59698 -4.04905 0.02 0.49 0.47
H 1.71924 -2.94445 -2.31107 0.28 0.10 -0.41
C -0.59670 -1.70772 -3.25726 0.45 -0.05 0.10
H -1.37657 -0.94181 -3.15111 0.03 -0.46 0.02
H -0.77120 -2.59654 -2.63261 -0.39 0.29 -0.36
H -0.50838 -2.00735 -4.31917 -0.25 0.09 0.53
Zr 0.20611 -0.65774 0.85490 -1.82 3.22 1.53
C -1.39659 -0.95314 2.93718 -0.34 0.26 0.48
C -1.84891 0.32082 3.39413 0.06 -0.98 -0.64
C -2.73718 0.86189 2.42609 0.05 -0.53 -0.67
H -1.63367 0.75815 4.37469 0.11 -0.13 -0.53
C -2.85423 -0.05658 1.35987 -0.13 -0.42 0.78
C -2.00064 -1.20834 1.63349 -0.27 -0.02 -0.13
H -2.12501 -2.21656 1.18576 -0.27 0.83 0.50
H -0.89491 -1.69890 3.58262 -0.33 0.65 -0.62
H -3.25510 1.82898 2.48739 0.28 -0.60 0.04
H -3.63555 -0.03345 0.58567 0.73 0.09 0.28
C 1.33859 -2.39003 2.20053 -0.32 -0.93 -0.29
C 0.35341 -3.03455 1.36562 1.24 -0.08 0.25
C 0.67688 -2.76748 0.01066 1.53 -0.35 0.75
H -0.45296 -3.68742 1.69140 0.12 0.45 0.07
C 1.91045 -1.98359 0.02299 0.74 -1.71 0.53
C 2.30988 -1.78139 1.36301 -0.08 -1.11 -0.71
H 3.25431 -1.31232 1.63040 -0.55 0.14 0.21
H 1.39327 -2.45073 3.29063 -0.21 0.22 -0.53
H 0.17037 -3.19210 -0.84568 0.00 0.27 0.13
H 2.50238 -1.65102 -0.82470 -0.32 -0.22 0.53
O -0.69373 1.46930 0.01205 0.57 -0.51 0.33
C -1.69893 1.58501 -1.02636 0.25 0.26 0.08
C -1.83747 3.05863 -1.28967 0.45 0.60 -0.09
H -2.65856 1.18043 -0.72698 0.37 -0.37 0.33
H -1.34759 1.06860 -1.92176 -0.06 -0.18 0.07
C -0.62183 3.75402 -0.61397 -0.25 0.19 -0.08
H -2.75607 3.46741 -0.89505 -0.26 -0.01 0.02
H -1.83345 3.16674 -2.36873 -0.07 0.52 -0.13
C 0.23712 2.62666 -0.07354 -0.29 -0.50 0.40
H -0.91744 4.44918 0.17873 -0.13 -0.35 -0.09
H -0.09604 4.35855 -1.34034 0.32 0.06 -0.14
H 0.64294 2.77077 0.94190 -0.26 -0.03 -0.51
H 1.02612 2.31619 -0.77198 -0.13 0.84 0.92
N 1.12837 0.53128 2.40269 0.38 0.38 -0.01
C 1.48144 0.98652 3.44934 -0.07 0.25 -0.39
N 1.92358 1.59343 4.44559 -0.10 -0.50 -0.90
C 1.58061 1.56262 5.71680 -0.47 0.22 2.57
N 1.35988 1.62336 6.86871 0.36 -0.22 -2.34
```
Forces are in eV/Å.

Calculated values
Energy relative to the best compared isomer or geometry (same formula, charge and spin) ... 2.260 eV
E ... -1178.471379 Ha
Net charge ... +1
Frontier orbital gap ... 7.1 eV

Table of Mulliken atomic charges, one value per atom, all in e: atom 1 (O): 0.01, atom 2 (C): -0.57, atom 3 (C): -0.76, atom 4 (H): 0.48, atom 5 (H): 0.00, atom 6 (C): 1.01, atom 7 (H): 0.36, atom 8 (H): 0.35, atom 9 (C): -1.72, atom 10 (H): 0.44, atom 11 (H): 0.49, atom 12 (H): 0.33, atom 13 (C): -1.41, atom 14 (H): 0.26, atom 15 (H): 0.27, atom 16 (H): 0.47, atom 17 (Zr): 0.88, atom 18 (C): -0.10, atom 19 (C): -0.53, atom 20 (C): -0.81, atom 21 (H): 0.56, atom 22 (C): -0.84, atom 23 (C): -0.51, atom 24 (H): 0.67, atom 25 (H): 0.51, atom 26 (H): 0.47, atom 27 (H): 0.82, atom 28 (C): -0.63, atom 29 (C): -0.96, atom 30 (C): -0.04, atom 31 (H): 0.61, atom 32 (C): 0.02, atom 33 (C): -0.58, atom 34 (H): 0.54, atom 35 (H): 0.48, atom 36 (H): 0.36, atom 37 (H): 0.46, atom 38 (O): 0.09, atom 39 (C): 0.45, atom 40 (C): -0.86, atom 41 (H): 0.35, atom 42 (H): -0.65, atom 43 (C): -0.75, atom 44 (H): 0.35, atom 45 (H): 0.38, atom 46 (C): -0.43, atom 47 (H): 0.31, atom 48 (H): 0.33, atom 49 (H): 0.43, atom 50 (H): 0.20, atom 51 (N): -0.64, atom 52 (C): 0.75, atom 53 (N): -0.62, atom 54 (C): 0.40, atom 55 (N): -0.47


# 2
The following is a DFT calculation (ωB97M-V with the def2-TZVPD basis set) of C21H28N3O9PPdS2 as an isolated structure in a non-equilibrium geometry.

The geometry in XYZ format:
```
65
Properties=species:S:1:pos:R:3:forces:R:3
Pd 0.56307 -0.74534 1.09436 0.57 1.23 1.09
O 1.62068 -4.46894 -1.45215 0.22 -0.25 -0.17
C 1.36989 -3.62206 -0.58117 0.14 0.02 0.15
O 0.33032 -2.95560 -0.40566 -0.33 -0.16 0.00
C 2.45625 -3.36895 0.47053 0.06 -0.10 0.15
C 3.68724 -4.01429 0.49033 -0.08 0.05 0.04
C 4.53077 -3.79624 1.57095 0.03 -0.04 -0.03
C 4.12188 -2.97659 2.61259 -0.12 0.04 0.02
C 2.88651 -2.35662 2.49756 -0.05 0.05 -0.06
N 2.10712 -2.54141 1.44504 -0.07 -0.14 -0.51
C 2.25122 -1.46036 3.54151 0.32 -0.22 0.01
O 2.68620 -1.48715 4.68793 0.16 0.04 0.21
O 1.26761 -0.77732 3.12005 -0.76 0.15 -0.57
H 3.94161 -4.67187 -0.32755 -0.01 -0.03 -0.03
H 5.50048 -4.28157 1.61141 -0.01 0.00 0.00
H 4.71757 -2.80710 3.49729 0.02 0.01 0.04
C -1.90124 -0.75693 4.02610 0.05 0.01 -0.09
C -2.14745 0.45510 3.15051 -0.03 -0.15 -0.16
C -3.58805 0.93004 3.23675 0.06 0.02 -0.01
O -1.27280 1.50166 3.62721 0.05 0.10 -0.05
P -0.54667 2.52864 2.65357 0.03 0.10 0.16
S 0.31930 3.93236 3.68894 0.05 -0.02 0.02
S 0.71919 1.62125 1.33770 -0.13 -0.41 -0.16
O -1.85183 3.10108 1.88139 -0.03 -0.38 0.16
C -1.93765 3.90216 0.70534 -0.04 0.26 0.00
C -2.13861 3.01390 -0.50328 0.01 -0.04 -0.05
C -0.77258 4.85956 0.53315 -0.02 0.04 -0.04
H -2.54973 -1.57311 3.70388 -0.01 -0.04 -0.01
H -2.12749 -0.51299 5.06582 -0.02 0.02 0.05
H -0.86189 -1.07371 3.95994 0.01 0.03 -0.01
H -1.89431 0.22075 2.10810 -0.05 0.01 0.14
H -3.85165 1.12637 4.27756 -0.01 0.01 0.06
H -4.24523 0.15281 2.84821 -0.06 -0.06 -0.03
H -3.73433 1.84067 2.66056 0.00 -0.01 -0.02
H -2.84721 4.49412 0.87255 0.05 -0.03 -0.05
H -1.21501 2.48100 -0.71440 0.10 -0.13 -0.08
H -2.41537 3.61185 -1.37463 0.01 0.01 -0.02
H -2.91937 2.28160 -0.30733 -0.07 -0.07 -0.01
H 0.15801 4.31349 0.38303 0.03 -0.01 -0.02
H -0.65646 5.49453 1.40776 0.02 0.02 0.02
H -0.95937 5.47896 -0.34545 -0.01 0.04 -0.07
C 0.81433 2.26965 -3.23061 0.00 0.03 0.00
C 1.10204 0.92618 -3.88254 0.01 -0.04 0.01
C 0.35096 -0.24515 -3.23382 0.12 0.05 0.02
C 0.73484 -1.55153 -3.96776 0.02 0.02 -0.06
C -0.06362 -2.77624 -3.55251 -0.04 0.00 -0.03
C -1.13754 -0.06718 -3.40830 0.05 -0.07 0.03
O -1.65574 0.24931 -4.46563 -0.02 0.03 -0.12
N -1.88695 -0.36677 -2.31665 -0.25 0.12 0.15
C -1.43145 -0.51982 -0.98862 -0.31 0.02 -0.07
O -2.26358 -0.70822 -0.12081 -0.16 0.05 0.04
N -0.11261 -0.39305 -0.76690 0.24 -0.28 0.25
C 0.80216 -0.35618 -1.76566 0.18 0.12 -0.15
O 1.99726 -0.37488 -1.52589 0.07 -0.03 -0.12
H 1.34729 3.06951 -3.74698 0.02 0.04 0.00
H 1.12961 2.27633 -2.18731 0.01 0.00 0.08
H -0.25033 2.50449 -3.26781 -0.06 0.02 0.00
H 2.16596 0.69536 -3.80098 -0.03 0.00 -0.04
H 0.82953 0.95348 -4.94056 0.00 -0.02 0.04
H 1.79792 -1.71023 -3.77466 0.00 0.00 0.02
H 0.60546 -1.36143 -5.03845 0.05 0.03 0.02
H -0.02057 -2.94384 -2.47575 -0.06 -0.01 -0.10
H 0.34630 -3.66555 -4.02876 0.01 -0.06 0.00
H -1.10887 -2.68195 -3.85342 -0.08 0.01 -0.04
H -2.89302 -0.31606 -2.41563 0.15 -0.04 0.04
```
Forces are in eV/Å.

Calculated values
E ... -2924.406543 Ha
Net charge ... -2
Frontier orbital gap ... 7.5 eV

Table of Mulliken atomic charges, one value per atom, all in e: atom 1 (Pd): -0.15, atom 2 (O): -0.82, atom 3 (C): -0.02, atom 4 (O): -0.65, atom 5 (C): 0.44, atom 6 (C): -0.46, atom 7 (C): -0.24, atom 8 (C): -0.50, atom 9 (C): 0.38, atom 10 (N): -0.15, atom 11 (C): 0.17, atom 12 (O): -0.76, atom 13 (O): -0.29, atom 14 (H): 0.48, atom 15 (H): 0.38, atom 16 (H): 0.46, atom 17 (C): -1.37, atom 18 (C): 1.99, atom 19 (C): -1.62, atom 20 (O): -0.39, atom 21 (P): 0.84, atom 22 (S): -0.57, atom 23 (S): -0.20, atom 24 (O): -0.34, atom 25 (C): 0.40, atom 26 (C): -0.76, atom 27 (C): -1.55, atom 28 (H): 0.35, atom 29 (H): 0.40, atom 30 (H): 0.07, atom 31 (H): -0.48, atom 32 (H): 0.36, atom 33 (H): 0.36, atom 34 (H): 0.30, atom 35 (H): 0.20, atom 36 (H): -0.20, atom 37 (H): 0.55, atom 38 (H): 0.27, atom 39 (H): 0.29, atom 40 (H): 0.37, atom 41 (H): 0.48, atom 42 (C): -1.15, atom 43 (C): -1.59, atom 44 (C): 2.81, atom 45 (C): -1.41, atom 46 (C): -1.10, atom 47 (C): -0.36, atom 48 (O): -0.72, atom 49 (N): 0.32, atom 50 (C): -0.54, atom 51 (O): -0.76, atom 52 (N): 1.92, atom 53 (C): -0.66, atom 54 (O): -0.72, atom 55 (H): 0.52, atom 56 (H): 0.23, atom 57 (H): 0.21, atom 58 (H): 0.48, atom 59 (H): 0.43, atom 60 (H): 0.46, atom 61 (H): 0.42, atom 62 (H): 0.17, atom 63 (H): 0.42, atom 64 (H): 0.28, atom 65 (H): 0.32